Entry 1:
51
Properties=species:S:1:pos:R:3:lowdin_spin:R:1 method="wB97M-V/def2-TZVPD" multiplicity=5 homo_ev="-7.63 / -7.63" energy_ha=-2942.796915 homo_lumo_gap_ev="7.0114 / 6.9301" s2=6.0128
Fe -0.46 -2.32 -0.71 3.73
O -3.52 0.56 -0.78 0.01
C -2.81 -0.42 -0.66 0.00
O -1.59 -0.56 -1.08 0.05
C -3.34 -1.65 0.02 0.00
C -4.66 -1.85 0.40 0.00
C -5.00 -3.08 0.96 0.00
C -4.03 -4.07 1.07 0.00
C -2.75 -3.78 0.65 0.00
N -2.43 -2.58 0.17 0.05
C -1.59 -4.73 0.60 0.01
O -1.67 -5.82 1.13 0.01
O -0.59 -4.26 -0.07 0.07
H -5.37 -1.05 0.26 0.00
H -6.01 -3.27 1.28 0.00
H -4.24 -5.06 1.45 0.00
O 1.09 -1.87 0.59 0.05
N 2.20 -2.55 0.81 0.01
C 3.25 -1.87 1.29 0.00
C 4.45 -2.50 1.51 0.00
C 4.57 -3.86 1.25 0.00
C 3.46 -4.55 0.79 0.00
C 2.27 -3.88 0.58 0.00
H 3.07 -0.82 1.46 0.00
H 5.28 -1.93 1.89 0.00
H 5.52 -4.37 1.39 0.00
H 3.50 -5.61 0.60 0.00
H 1.35 -4.35 0.26 0.00
Te 0.51 1.08 -0.42 0.00
C 2.00 2.61 -0.48 0.00
C 2.35 3.33 0.66 0.00
C 3.27 4.37 0.59 0.00
C 3.86 4.69 -0.62 0.00
C 3.53 3.97 -1.76 0.00
C 2.61 2.93 -1.69 0.00
C -0.99 2.52 -0.74 0.00
C -1.37 2.89 -2.02 0.00
C -2.42 3.78 -2.21 0.00
C -3.10 4.29 -1.11 0.00
C -2.72 3.93 0.17 0.00
C -1.67 3.04 0.36 0.00
H 1.89 3.08 1.62 0.00
H 3.53 4.92 1.48 0.00
H 4.57 5.50 -0.68 0.00
H 3.98 4.22 -2.72 0.00
H 2.35 2.38 -2.58 0.00
H -0.85 2.47 -2.88 0.00
H -2.72 4.06 -3.21 0.00
H -3.94 4.96 -1.26 0.00
H -3.24 4.33 1.03 0.00
H -1.39 2.73 1.36 0.00

=====

Entry 2:
16
Properties=species:S:1:pos:R:3:lowdin_charge:R:1 method="wB97M-V/def2-TZVPD" e_above_lowest_ev=0.975 homo_ev=-8.72 energy_ha=-961.195499 homo_lumo_gap_ev=7.4149
N -3.56 2.80 0.15 0.18
C -2.63 2.13 0.09 -0.23
C -1.58 1.26 0.04 -0.03
C -0.49 0.74 -0.01 0.02
C 0.34 -0.40 -0.03 -0.19
C 1.69 -0.41 -0.02 -0.02
N 2.46 0.73 -0.01 0.06
C 1.96 1.96 -0.07 -0.31
N 1.57 3.03 -0.14 0.19
C -0.55 -1.57 -0.03 -0.27
C -1.86 -1.36 -0.03 -0.58
S -3.41 -1.40 -0.04 0.90
C -0.05 -2.88 0.01 -0.20
N 0.40 -3.94 0.05 0.18
H 2.24 -1.34 -0.01 0.14
H 3.46 0.65 0.06 0.16

=====

Entry 3:
31
Properties=species:S:1:pos:R:3:lowdin_spin:R:1 method="wB97M-V/def2-TZVPD" e_above_lowest_ev=3.345 multiplicity=2 homo_ev="2.75 / 2.75" energy_ha=-4258.807169 homo_lumo_gap_ev="2.5262 / 2.5252" s2=0.7584 charge=-3
Zn 0.27 0.49 -0.34 0.00
S -2.41 -0.52 -2.09 -0.02
O -1.26 0.00 -1.40 -0.01
O -2.92 0.47 -3.08 0.13
O -1.91 -1.69 -2.77 0.18
O -3.46 -0.89 -1.17 0.32
S 2.36 -1.83 -1.30 0.00
O 3.71 -1.67 -0.85 0.00
O 2.44 -1.82 -2.74 0.00
O 1.70 -3.02 -0.82 0.00
O 1.61 -0.65 -0.93 0.00
S -0.88 -1.82 1.53 -0.01
O -2.24 -1.63 0.99 0.26
O -1.07 -1.86 2.96 0.09
O -0.19 -3.03 1.03 0.06
O -0.08 -0.66 1.09 0.00
O 2.51 -0.86 2.48 0.00
H 2.22 -0.45 3.29 0.00
H 1.76 -0.79 1.89 0.00
O 1.69 1.58 0.91 0.00
H 1.45 1.88 1.79 0.00
H 2.64 1.60 0.90 0.00
O -0.77 2.26 0.19 0.00
H -0.91 2.90 -0.51 0.00
H -0.86 2.76 0.99 0.00
O 0.94 1.77 -1.85 0.00
H 1.75 2.27 -1.94 0.00
H 0.43 2.00 -2.63 0.00
O -3.09 0.96 1.17 0.00
H -3.29 1.41 1.99 0.00
H -2.14 0.83 1.20 0.00

=====

Entry 4:
16
Properties=species:S:1:pos:R:3:lowdin_charge:R:1 method="wB97M-V/def2-TZVPD" e_above_lowest_ev=8.218 homo_ev="-11.12 / -11.28" energy_ha=-601.961563 homo_lumo_gap_ev="5.7485 / 6.1229" charge=+1
C -2.66 -2.71 0.38 0.16
C -0.16 1.18 -0.54 0.04
C -1.75 -0.66 -0.62 -0.09
C 2.20 0.69 0.02 -0.55
C 2.56 2.04 0.38 -0.26
N -2.40 -1.49 0.04 0.09
N -0.83 0.18 -0.05 -0.05
I 3.79 -0.75 -0.14 0.79
H -3.37 -2.82 1.28 0.14
H -2.45 -3.57 -0.18 0.09
H -0.15 1.45 -1.61 0.06
H -2.21 -0.36 -1.52 0.16
H 2.55 1.90 1.50 0.13
H 1.81 2.68 0.05 0.03
H 3.61 2.31 0.11 0.09
H -0.53 -0.05 0.90 0.16

=====

Entry 5:
19
Properties=species:S:1:pos:R:3:lowdin_charge:R:1 method="wB97M-V/def2-TZVPD" e_above_lowest_ev=0.351 homo_ev=-11.13 energy_ha=-198.876261 homo_lumo_gap_ev=12.2230
C 1.12 -1.30 0.67 -0.14
C 1.29 -0.35 1.81 -0.32
C -0.04 -0.07 2.55 -0.12
H 0.37 -1.02 -0.06 0.03
H 1.99 -1.51 0.03 0.07
H 0.82 -2.33 0.93 0.08
H 1.99 -0.56 2.62 0.10
H 1.70 0.59 1.44 0.10
H -0.27 -0.94 3.18 0.07
H 0.13 0.77 3.22 0.06
H -0.91 0.07 1.91 0.06
C -0.63 0.42 -2.00 -0.19
C -1.59 1.27 -2.83 -0.17
H 0.23 0.07 -2.57 0.07
H -0.21 1.07 -1.22 0.06
H -1.11 -0.39 -1.46 0.05
H -2.26 0.62 -3.41 0.06
H -1.05 1.87 -3.56 0.06
H -2.20 1.94 -2.23 0.06

=====

Entry 6:
150
Properties=species:S:1:pos:R:3:lowdin_charge:R:1 method="wB97M-V/def2-TZVPD" e_above_lowest_ev=0.345 homo_ev=-9.72 energy_ha=-3595.478416 homo_lumo_gap_ev=8.4193 charge=+1
C 2.63 -2.90 -4.99 0.14
C 3.21 -1.90 -5.31 -0.09
C 3.93 -0.68 -5.66 -0.20
O 3.64 0.41 -4.80 -0.17
C 2.50 1.16 -5.11 -0.17
C 1.19 0.39 -4.94 -0.18
O 0.13 1.34 -4.90 -0.17
C -1.15 0.80 -5.13 -0.16
H -1.80 1.67 -5.30 0.13
H -1.14 0.19 -6.05 0.13
C -1.71 -0.05 -3.98 -0.16
O -2.09 0.73 -2.86 -0.19
C -3.43 1.19 -2.86 -0.18
C -4.42 0.12 -2.38 -0.14
N -4.32 -0.13 -0.96 0.08
C -3.78 -1.23 -0.42 -0.38
N -3.81 -1.29 0.92 0.19
C -3.24 -2.37 1.44 -0.35
N -3.36 -2.56 2.78 -0.06
C -2.31 -3.23 3.52 -0.10
H -1.85 -3.98 2.87 0.11
H -2.76 -3.73 4.38 0.13
C -1.26 -2.19 3.97 -0.07
N -1.85 -0.86 3.91 -0.03
C -1.41 0.01 2.98 -0.37
O -0.37 -0.16 2.38 0.06
C -2.24 1.28 2.77 -0.16
N -1.95 1.85 1.49 -0.06
C -0.76 2.17 0.93 0.03
C -1.10 2.81 -0.24 -0.22
N -2.45 2.83 -0.33 0.09
N -2.94 2.26 0.71 0.08
C -0.22 3.39 -1.30 -0.23
N 0.09 2.30 -2.27 0.20
H 0.33 2.65 -3.21 0.13
H -0.74 1.68 -2.40 0.11
H 0.91 1.70 -1.90 0.07
C -0.91 4.56 -1.99 -0.12
H -0.38 4.83 -2.90 0.13
H -1.92 4.25 -2.26 0.11
C -0.99 5.78 -1.06 -0.43
C -2.22 6.63 -1.38 -0.07
H -2.17 6.98 -2.41 0.09
H -3.13 6.04 -1.26 0.08
H -2.27 7.50 -0.73 0.08
C 0.28 6.63 -1.17 -0.06
H 0.26 7.44 -0.45 0.08
H 1.17 6.03 -0.98 0.06
H 0.36 7.06 -2.17 0.08
H -1.07 5.42 -0.03 0.10
H 0.72 3.71 -0.85 0.13
H 0.18 1.93 1.37 0.11
H -3.31 1.05 2.73 0.14
C -1.93 2.31 3.87 -0.09
C -2.81 3.56 3.75 -0.06
C -2.42 4.47 2.60 -0.52
O -1.28 4.70 2.25 0.08
O -3.47 5.04 2.04 0.14
H -3.22 5.64 1.31 0.13
H -3.86 3.31 3.63 0.13
H -2.70 4.16 4.66 0.14
H -0.88 2.59 3.82 0.11
H -2.10 1.86 4.85 0.12
C -3.17 -0.85 4.51 -0.10
H -3.53 0.16 4.68 0.11
H -3.08 -1.35 5.48 0.13
C -4.12 -1.64 3.58 -0.11
H -4.65 -0.98 2.89 0.11
H -4.85 -2.20 4.18 0.13
H -0.39 -2.19 3.31 0.10
H -0.93 -2.38 5.00 0.13
N -2.61 -3.32 0.75 0.18
C -2.73 -3.20 -0.58 -0.35
N -3.31 -2.19 -1.21 0.19
N -2.25 -4.22 -1.33 -0.06
C -1.50 -5.31 -0.77 -0.10
H -1.62 -5.28 0.32 0.11
H -1.92 -6.25 -1.14 0.13
C 0.00 -5.20 -1.18 -0.09
N 0.12 -4.17 -2.19 -0.04
C 0.59 -2.92 -2.03 -0.37
O 0.46 -2.07 -2.89 0.03
C 1.41 -2.61 -0.76 -0.12
N 2.03 -1.32 -0.96 -0.07
C 3.33 -0.99 -1.11 0.06
C 3.31 0.37 -1.36 -0.21
N 2.01 0.75 -1.37 0.07
N 1.26 -0.27 -1.12 0.10
C 4.44 1.32 -1.57 -0.35
N 5.47 0.64 -2.34 0.07
H 6.26 1.26 -2.48 0.09
H 5.10 0.38 -3.24 0.05
H 4.03 2.21 -2.07 0.14
C 5.02 1.74 -0.21 -0.10
C 3.96 2.22 0.74 -0.24
C 3.31 3.43 0.53 -0.03
C 2.33 3.88 1.39 -0.02
C 1.98 3.11 2.50 -0.34
C 2.62 1.90 2.72 -0.01
C 3.59 1.46 1.84 -0.03
H 4.09 0.52 2.02 0.11
H 2.34 1.32 3.59 0.11
O 1.03 3.51 3.38 0.03
H 0.53 4.26 3.03 0.08
H 1.83 4.82 1.23 0.12
H 3.59 4.05 -0.32 0.12
H 5.54 0.88 0.22 0.12
H 5.75 2.53 -0.38 0.13
H 4.13 -1.68 -1.03 0.14
H 2.21 -3.35 -0.64 0.17
C 0.56 -2.52 0.53 -0.06
C 1.41 -2.79 1.73 -0.28
C 1.75 -3.98 2.30 0.02
C 2.62 -3.69 3.38 -0.17
C 3.29 -4.47 4.33 -0.03
C 4.08 -3.84 5.26 -0.10
C 4.22 -2.45 5.28 -0.09
C 3.58 -1.65 4.36 -0.02
C 2.78 -2.28 3.41 -0.20
N 2.05 -1.76 2.37 0.14
H 1.84 -0.79 2.23 0.12
H 3.70 -0.58 4.37 0.10
H 4.85 -2.00 6.03 0.10
H 4.60 -4.43 6.01 0.10
H 3.18 -5.55 4.32 0.11
H 1.41 -4.95 2.01 0.11
H -0.28 -3.22 0.50 0.09
H 0.14 -1.51 0.59 0.10
C -0.80 -4.40 -3.28 -0.09
H -0.56 -3.72 -4.10 0.12
H -0.68 -5.43 -3.62 0.13
C -2.24 -4.15 -2.77 -0.10
H -2.59 -3.15 -3.04 0.10
H -2.93 -4.89 -3.19 0.13
H 0.64 -4.98 -0.33 0.10
H 0.34 -6.14 -1.62 0.13
H -4.54 0.62 -0.33 0.12
H -4.24 -0.84 -2.87 0.11
H -5.44 0.45 -2.61 0.13
H -3.45 2.03 -2.16 0.09
H -3.73 1.53 -3.86 0.13
H -0.94 -0.74 -3.62 0.10
H -2.55 -0.64 -4.35 0.13
H 1.03 -0.29 -5.78 0.13
H 1.23 -0.20 -4.02 0.10
H 2.57 1.55 -6.14 0.14
H 2.52 2.01 -4.42 0.12
H 5.00 -0.86 -5.56 0.14
H 3.71 -0.41 -6.71 0.14
H 2.13 -3.78 -4.73 0.03

=====

Entry 7:
69
Properties=species:S:1:pos:R:3:lowdin_charge:R:1 method="wB97M-V/def2-TZVPD" homo_ev=-4.17 energy_ha=-1902.880687 homo_lumo_gap_ev=6.0777 charge=-1
O -0.12 1.40 -1.11 0.05
C -1.03 1.29 -1.90 -0.61
O -0.98 0.26 -2.82 0.00
C -2.23 2.16 -1.94 -0.25
P -3.86 1.07 -1.80 0.37
F -4.30 1.87 -0.34 -0.45
H -1.78 -0.27 -2.64 0.04
H -2.14 2.80 -1.06 0.07
H -2.27 2.76 -2.85 0.08
H -3.06 0.09 -1.03 -0.03
H -5.01 0.20 -1.68 -0.07
H -4.63 2.06 -2.53 -0.05
H -3.52 0.43 -3.06 -0.05
O 2.40 -1.36 4.19 0.08
C 2.45 -0.43 3.43 -0.54
O 1.58 -0.35 2.42 0.01
C 1.49 0.79 1.54 -0.22
C 2.49 0.71 0.42 -0.07
C 3.54 0.62 3.55 0.01
H 1.57 1.71 2.11 0.11
H 0.48 0.75 1.13 0.11
H 3.52 0.72 0.79 0.05
H 2.35 1.55 -0.26 0.08
H 2.35 -0.21 -0.15 0.09
H 4.43 0.25 3.04 0.08
H 3.77 0.74 4.61 0.09
H 3.28 1.59 3.15 0.07
O -4.70 -1.10 -6.44 0.11
C -3.88 -1.94 -6.23 -0.53
O -3.15 -1.90 -5.10 0.00
C -2.28 -2.94 -4.68 -0.24
C -0.90 -2.82 -5.31 -0.06
C -3.59 -3.03 -7.25 0.00
H -2.73 -3.92 -4.86 0.11
H -2.20 -2.83 -3.60 0.12
H -0.94 -2.91 -6.40 0.06
H -0.24 -3.59 -4.92 0.08
H -0.48 -1.84 -5.07 0.08
H -2.89 -2.64 -7.98 0.09
H -4.52 -3.27 -7.75 0.09
H -3.19 -3.95 -6.82 0.06
O -5.51 -2.90 1.30 0.10
C -5.58 -1.93 2.00 -0.53
O -6.75 -1.26 2.06 0.00
C -7.01 -0.22 3.01 -0.25
C -6.46 1.12 2.57 -0.07
C -4.39 -1.40 2.76 0.01
H -6.64 -0.50 4.00 0.11
H -8.09 -0.18 3.08 0.12
H -5.38 1.11 2.47 0.07
H -6.74 1.90 3.28 0.08
H -6.86 1.39 1.59 0.09
H -3.81 -0.77 2.08 0.10
H -3.77 -2.25 3.05 0.09
H -4.63 -0.83 3.65 0.07
O 6.05 3.16 2.68 0.11
C 6.93 2.35 2.73 -0.53
O 7.76 2.35 3.80 0.00
C 8.72 1.32 4.03 -0.24
C 10.02 1.58 3.29 -0.07
C 7.17 1.38 1.60 0.01
H 8.31 0.34 3.80 0.11
H 8.89 1.35 5.11 0.12
H 9.88 1.58 2.21 0.07
H 10.76 0.82 3.55 0.08
H 10.42 2.56 3.57 0.08
H 7.76 1.88 0.84 0.10
H 6.20 1.12 1.17 0.08
H 7.66 0.45 1.89 0.07

=====

Entry 8:
47
Properties=species:S:1:pos:R:3:lowdin_charge:R:1 method="wB97M-V/def2-TZVPD" homo_ev=-8.02 energy_ha=-1832.582693 homo_lumo_gap_ev=7.9734
C 3.38 0.28 -5.71 -0.08
O 2.42 0.84 -4.85 -0.07
C 1.72 0.03 -4.02 -0.27
C 0.77 0.65 -3.20 0.00
C 0.03 -0.09 -2.33 -0.03
C 0.19 -1.47 -2.22 -0.14
C -0.56 -2.24 -1.27 -0.07
N -1.23 -1.67 -0.34 0.04
N -1.89 -2.42 0.56 0.05
C -2.43 -1.91 1.70 -0.44
O -3.02 -2.61 2.49 0.09
C -2.22 -0.45 1.89 -0.14
N -3.22 0.37 2.27 0.11
N -2.78 1.55 2.37 0.04
N -1.46 1.57 2.08 0.03
C -0.76 2.74 2.24 -0.18
N 0.52 2.92 2.06 0.13
O 0.77 4.20 2.36 -0.07
N -0.34 4.86 2.75 0.11
C -1.33 4.00 2.68 -0.34
N -2.63 4.25 2.93 0.15
C -1.05 0.30 1.76 -0.15
C 0.28 -0.08 1.39 -0.47
C 1.16 0.55 0.56 -0.14
C 2.35 -0.18 0.37 -0.17
C 2.37 -1.34 1.07 -0.39
S 0.94 -1.59 1.97 1.07
C 1.14 -2.11 -3.05 -0.22
O 1.27 -3.45 -2.90 -0.09
C 2.20 -4.14 -3.70 -0.08
C 1.90 -1.35 -3.94 0.05
H 2.94 -0.43 -6.41 0.10
H 4.19 -0.20 -5.15 0.10
H 3.79 1.12 -6.27 0.09
H 0.65 1.72 -3.29 0.12
H -0.72 0.37 -1.70 0.11
H -0.51 -3.33 -1.35 0.13
H -1.94 -3.43 0.44 0.17
H -2.88 5.12 3.36 0.11
H -3.24 3.45 2.96 0.07
H 0.96 1.49 0.09 0.11
H 3.16 0.16 -0.26 0.11
H 3.15 -2.08 1.12 0.06
H 3.22 -3.81 -3.52 0.10
H 2.11 -5.19 -3.42 0.10
H 1.96 -4.04 -4.77 0.10
H 2.63 -1.84 -4.56 0.09

=====

Entry 9:
9
Properties=species:S:1:pos:R:3:lowdin_charge:R:1 method="wB97M-V/def2-TZVPD" e_above_lowest_ev=2.903 homo_ev=-7.21 energy_ha=-569.181475 homo_lumo_gap_ev=6.8009
N 0.68 -1.15 0.74 -0.35
S 1.65 -0.27 2.07 0.14
H 1.08 -1.94 0.34 0.04
H -0.10 -1.42 1.37 0.05
H 0.37 -0.33 0.07 0.03
C -0.94 1.31 -1.19 0.00
O -0.23 1.12 -0.20 -0.04
H -1.29 0.47 -1.70 0.07
H -1.23 2.21 -1.50 0.05

=====

Entry 10:
9
Properties=species:S:1:pos:R:3:lowdin_charge:R:1 method="wB97M-V/def2-TZVPD" e_above_lowest_ev=1.887 homo_ev=-2.19 energy_ha=-3598.303477 homo_lumo_gap_ev=5.4644 charge=-1
C -1.92 1.54 1.10 -0.47
C 0.92 -0.60 -0.53 -1.63
O -2.20 0.77 1.90 0.17
O -1.76 2.41 0.33 0.14
S 2.27 -1.42 -1.26 0.43
S 0.05 -1.52 0.67 0.43
Br 1.46 1.26 0.15 0.28
H 2.23 -0.61 -2.31 -0.19
H -1.06 -1.82 -0.04 -0.17

=====

Entry 11:
67
Properties=species:S:1:pos:R:3:lowdin_charge:R:1 method="wB97M-V/def2-TZVPD" e_above_lowest_ev=0.000 homo_ev=-11.99 energy_ha=-2270.681044 homo_lumo_gap_ev=8.0286 charge=+1
C 0.97 5.68 2.90 -0.15
C 0.37 5.48 1.47 -0.72
I 0.19 7.48 0.60 0.86
C 1.34 4.62 0.59 -0.18
C 0.68 3.51 -0.20 -0.13
N -0.65 3.40 -0.37 0.13
C -1.25 2.42 -1.07 -0.36
P -3.12 2.48 -1.10 0.94
C -3.52 2.84 0.69 -0.28
C -3.59 0.68 -1.29 -0.27
C -0.49 1.46 -1.69 -0.03
C 0.91 1.52 -1.55 0.04
C 1.49 2.53 -0.79 -0.11
C 3.02 2.60 -0.57 -0.12
C 3.79 1.36 -1.07 -0.17
C 3.48 0.06 -0.28 -0.08
C 3.50 0.20 1.23 -0.49
O 2.74 -0.48 1.90 0.09
O 4.38 1.02 1.86 0.11
H 0.46 4.99 3.58 0.08
H 0.82 6.72 3.23 0.04
H 2.05 5.50 2.93 0.08
H -0.64 5.07 1.58 0.05
H 1.80 5.31 -0.14 0.10
H 2.14 4.25 1.23 0.11
H -1.23 4.12 0.06 0.13
H -4.56 2.60 0.93 0.05
H -3.24 3.88 0.91 0.02
H -2.83 2.21 1.29 0.05
H -3.36 0.20 -0.33 0.04
H -2.97 0.20 -2.06 0.02
H -4.66 0.58 -1.50 0.05
H -0.95 0.66 -2.26 0.10
H 1.50 0.74 -2.03 0.12
H 3.35 3.51 -1.09 0.14
H 3.20 2.73 0.50 0.10
H 3.48 1.18 -2.12 0.11
H 4.86 1.59 -1.08 0.13
H 4.22 -0.70 -0.59 0.14
H 2.50 -0.38 -0.52 0.09
H 4.04 1.08 2.77 0.14
O 0.13 -5.11 0.51 -0.21
P -0.90 -4.28 -0.18 0.59
O -1.44 -3.31 1.04 -0.20
C -0.58 -2.32 1.57 -0.27
C -0.28 -1.22 0.58 -0.09
O -2.13 -5.34 -0.27 -0.21
C -1.93 -6.72 0.08 -0.28
C -2.07 -6.96 1.57 -0.07
O -1.68 -3.38 -1.36 -0.19
C -0.96 -2.86 -2.47 -0.30
C 0.08 -3.81 -3.05 -0.07
H 0.34 -2.78 1.93 0.12
H -1.09 -1.90 2.44 0.12
H 0.40 -1.58 -0.20 0.06
H 0.22 -0.38 1.08 0.07
H -1.19 -0.86 0.11 0.06
H -0.96 -7.06 -0.29 0.10
H -2.68 -7.30 -0.46 0.12
H -1.60 -6.18 2.17 0.07
H -1.64 -7.92 1.85 0.08
H -3.12 -6.96 1.86 0.08
H -0.48 -1.91 -2.19 0.08
H -1.69 -2.61 -3.24 0.12
H 0.74 -4.22 -2.27 0.07
H 0.70 -3.29 -3.78 0.08
H -0.40 -4.65 -3.55 0.09